{"formula": "C37H45I2IrN5OS", "method": "ωB97M-V with the def2-TZVPD basis set", "elements": ["Ir", "I", "C", "C", "C", "I", "C", "C", "C", "C", "N", "C", "C", "O", "H", "H", "H", "H", "N", "S", "C", "C", "C", "C", "C", "C", "C", "C", "C", "C", "C", "C", "H", "H", "H", "H", "H", "H", "H", "H", "H", "H", "H", "C", "C", "C", "C", "N", "N", "H", "H", "H", "H", "H", "H", "H", "H", "H", "H", "H", "H", "C", "C", "C", "C", "C", "C", "C", "C", "N", "C", "C", "C", "C", "H", "H", "H", "H", "H", "H", "H", "H", "H", "H", "H", "H", "H", "H", "H", "H", "H", "H"], "coordinates": [[-0.86429, -0.27136, -0.83143], [-2.58552, 0.61479, -5.65334], [-3.12618, -0.95034, -4.39484], [-3.99072, -1.95260, -4.86897], [-4.35916, -2.99589, -4.06879], [-5.61838, -4.45638, -4.86388], [-3.87482, -3.07733, -2.73972], [-4.18909, -4.11446, -1.83020], [-3.65968, -4.10823, -0.57407], [-2.80097, -3.05933, -0.20163], [-2.48827, -2.07628, -1.00837], [-3.00982, -2.06015, -2.27303], [-2.61357, -0.96963, -3.11500], [-1.79417, -0.04079, -2.66927], [-4.35956, -1.89291, -5.88381], [-4.85074, -4.91079, -2.14539], [-3.88783, -4.89206, 0.13527], [-2.35823, -3.04756, 0.78872], [-2.23014, 0.64726, 0.58236], [-2.20339, 1.72347, 1.76007], [-0.72701, 1.54614, 2.70914], [0.49634, 1.27525, 2.10966], [1.60940, 1.12671, 2.92106], [1.49258, 1.25915, 4.30178], [0.26277, 1.54208, 4.88424], [-0.86371, 1.67989, 4.08523], [-1.85281, 3.26288, 0.91967], [-2.30804, 3.40359, -0.38430], [-2.11971, 4.61805, -1.03255], [-1.50555, 5.67422, -0.37367], [-1.06796, 5.52031, 0.93629], [-1.24052, 4.31181, 1.59438], [-3.06363, 0.07912, 0.69863], [0.59531, 1.21002, 1.02556], [2.57037, 0.90704, 2.47236], [2.36795, 1.14636, 4.92861], [0.17731, 1.64731, 5.95752], [-1.83409, 1.87628, 4.52638], [-2.79008, 2.57085, -0.88233], [-2.46473, 4.73744, -2.05175], [-1.37750, 6.62399, -0.87695], [-0.58109, 6.34081, 1.44649], [-0.88274, 4.18817, 2.60881], [1.94695, 3.74023, -2.24752], [2.38871, 3.00151, -0.98281], [2.25740, 3.92576, 0.22474], [3.83229, 2.53720, -1.13572], [1.57010, 1.78099, -0.70226], [0.30427, 1.68382, -1.34256], [2.66435, 4.53045, -2.47196], [0.96794, 4.21004, -2.12774], [1.91395, 3.07994, -3.11878], [2.92895, 4.78299, 0.13833], [2.49982, 3.38234, 1.13958], [1.23172, 4.30300, 0.31374], [4.49448, 3.38924, -1.28951], [3.93915, 1.86690, -1.99343], [4.16704, 2.01216, -0.23649], [2.08829, 0.94014, -0.91433], [0.36440, 1.73488, -2.35874], [-0.26184, 2.46819, -1.03468], [3.53757, -3.49081, 3.28980], [2.23927, -2.94518, 2.74594], [1.12881, -2.78228, 3.57341], [-0.06417, -2.25142, 3.08584], [-1.27152, -2.09234, 3.97354], [-0.12904, -1.88934, 1.75484], [0.95073, -2.06790, 0.86392], [2.14848, -2.59283, 1.41099], [0.75203, -1.65224, -0.43303], [1.42488, -2.22478, -1.65597], [1.47110, -1.16554, -2.76006], [2.85186, -2.76133, -1.51678], [0.52825, -3.38577, -2.11545], [3.43113, -3.80482, 4.32692], [4.32808, -2.73954, 3.24526], [3.87154, -4.35173, 2.70960], [1.19956, -3.06273, 4.61923], [-1.03200, -2.31182, 5.01352], [-2.07296, -2.76828, 3.66725], [-1.66128, -1.07439, 3.92306], [-1.05440, -1.47371, 1.36406], [3.04085, -2.67647, 0.82249], [2.23713, -0.41267, -2.55583], [0.50932, -0.67404, -2.91565], [1.72774, -1.64955, -3.70299], [3.53899, -2.01199, -1.12044], [3.19130, -3.02048, -2.51995], [2.90643, -3.66810, -0.91942], [-0.43990, -3.02317, -2.45695], [0.36864, -4.09799, -1.30276], [1.01531, -3.90343, -2.94320]], "atomic_forces_ev_per_a": [[0.4, -0.5, 0.4], [0.0, 0.0, 0.0], [0.0, 0.1, -0.1], [0.0, 0.0, 0.0], [0.0, 0.0, 0.0], [0.0, 0.0, 0.0], [0.0, 0.0, 0.1], [0.0, 0.0, -0.1], [0.0, 0.0, 0.1], [0.0, 0.0, 0.0], [-0.1, 0.1, -0.2], [0.1, -0.1, 0.2], [0.1, 0.1, 0.1], [-0.1, 0.1, -0.3], [0.0, 0.0, 0.0], [0.0, 0.0, 0.0], [0.0, 0.0, 0.0], [0.0, 0.0, 0.0], [-0.3, -0.7, -0.1], [-0.1, 0.4, -0.1], [0.1, -0.1, 0.2], [-0.2, 0.0, 0.0], [-0.1, 0.0, 0.0], [0.0, 0.0, 0.0], [0.1, 0.0, 0.0], [0.1, -0.1, 0.0], [0.0, 0.1, 0.0], [0.0, 0.1, 0.0], [0.0, 0.0, 0.0], [0.0, 0.0, 0.0], [0.0, 0.0, 0.0], [0.0, 0.0, -0.1], [0.0, 0.1, 0.1], [0.0, 0.0, 0.4], [0.0, 0.0, 0.0], [0.0, 0.0, 0.0], [0.0, 0.0, 0.0], [0.0, 0.0, 0.0], [0.0, 0.0, 0.0], [0.0, 0.0, 0.0], [0.0, 0.0, 0.0], [0.0, 0.0, 0.0], [0.0, 0.0, 0.0], [0.0, -0.1, -0.1], [0.0, 0.0, -0.1], [-0.1, 0.1, 0.0], [0.0, -0.1, 0.1], [0.3, 0.3, -0.3], [0.1, 0.0, 0.1], [0.0, 0.0, 0.0], [0.0, 0.0, 0.0], [0.0, 0.0, 0.0], [0.0, 0.0, 0.0], [0.0, 0.0, 0.0], [0.2, -0.1, 0.0], [0.0, 0.0, 0.0], [0.0, 0.0, 0.0], [0.0, 0.0, 0.0], [0.0, -0.1, -0.2], [0.0, 0.1, 0.0], [0.0, 0.0, 0.0], [-0.1, 0.0, 0.0], [0.0, 0.0, 0.1], [-0.1, 0.0, 0.0], [0.1, 0.0, 0.1], [0.0, 0.0, 0.0], [-0.2, 0.0, -0.1], [0.3, 0.0, 0.2], [-0.1, 0.1, -0.1], [-0.1, 0.4, -0.7], [-0.1, -0.1, 0.2], [-0.1, 0.1, 0.1], [0.0, 0.0, 0.1], [0.0, 0.0, 0.1], [0.0, 0.0, 0.0], [0.0, 0.0, 0.0], [0.0, 0.0, 0.0], [0.0, 0.0, 0.0], [0.0, 0.0, 0.0], [0.0, 0.0, 0.0], [0.0, 0.0, 0.0], [0.1, -0.1, 0.1], [0.1, 0.0, -0.1], [0.0, 0.0, 0.0], [0.0, 0.0, 0.0], [0.0, 0.0, 0.0], [0.0, 0.0, 0.0], [0.0, 0.0, 0.0], [0.0, 0.0, 0.0], [0.0, 0.0, 0.0], [0.0, 0.0, 0.0], [0.0, 0.0, 0.0]], "lowdin_spin": [2.405, 0.003, 0.019, -0.001, 0.014, 0.003, 0.001, 0.001, 0.001, 0.010, 0.077, 0.006, 0.008, 0.174, 0.000, 0.000, 0.000, 0.001, 0.110, 0.040, 0.008, 0.008, 0.002, 0.000, 0.002, 0.001, 0.004, 0.000, 0.000, 0.001, 0.000, 0.001, 0.002, 0.005, 0.000, 0.000, 0.000, 0.000, 0.000, 0.000, 0.000, 0.000, 0.000, 0.002, 0.002, 0.000, 0.001, 0.002, 0.084, 0.000, 0.001, 0.000, 0.000, 0.000, 0.000, 0.000, 0.000, 0.000, 0.000, 0.001, 0.002, -0.005, -0.001, 0.111, -0.004, -0.006, 0.108, 0.041, 0.092, 0.536, 0.039, 0.020, 0.007, 0.026, 0.000, -0.002, -0.001, 0.006, 0.000, -0.002, -0.001, 0.009, 0.004, 0.000, 0.007, 0.001, 0.000, 0.001, 0.001, 0.001, 0.000, 0.004], "e_above_lowest_kcal_mol": 0.00, "e_homo_ev": [-9.55, -9.79], "e_lumo_ev": [-2.151, -4.061], "spin_multiplicity": 5, "e_tot_ha": -2883.523352, "orbital_gap_ev": [7.40, 5.73], "total_charge": 1}



{"formula": "C14H17CeN3O3", "method": "ωB97M-V with the def2-TZVPD basis set", "elements": ["N", "C", "C", "H", "H", "H", "N", "C", "C", "H", "H", "H", "N", "C", "C", "H", "H", "H", "Ce", "C", "O", "C", "O", "C", "C", "C", "C", "C", "C", "H", "H", "H", "H", "H", "H", "O", "H", "H"], "coordinates": [[-0.92595, -1.81687, 1.21199], [-1.21256, -2.70575, 1.90953], [-1.49665, -3.82883, 2.77749], [-1.32768, -3.54144, 3.82888], [-0.82632, -4.66833, 2.52726], [-2.54323, -4.15837, 2.65870], [-0.33295, -0.14241, -2.35663], [-0.32747, -0.25071, -3.51109], [-0.26256, -0.39913, -4.94633], [0.30327, -1.32096, -5.19173], [0.25256, 0.48129, -5.37946], [-1.29003, -0.47061, -5.35272], [-0.01009, 2.21853, 0.83785], [0.14053, 3.25321, 1.35977], [0.39978, 4.51963, 2.00634], [-0.19098, 5.32445, 1.53538], [1.47206, 4.76549, 1.91797], [0.13705, 4.45956, 3.07644], [0.27384, -0.06351, -0.01926], [-2.12445, 1.96583, -1.26912], [-2.71508, 2.81075, -1.79793], [-2.81815, -1.06025, -0.99240], [-3.71949, -1.63805, -1.37827], [1.98329, -1.87536, 0.24999], [2.09254, -1.07117, 1.38410], [2.40471, 0.30183, 1.25454], [2.60384, 0.85794, -0.01015], [2.48893, 0.04811, -1.17019], [2.17913, -1.31696, -1.04046], [1.73566, -2.93833, 0.32507], [1.93108, -1.48757, 2.38719], [2.47867, 0.91903, 2.15817], [2.83816, 1.91874, -0.13659], [2.63858, 0.49726, -2.15021], [2.08269, -1.95472, -1.91708], [-2.38209, 0.69491, 1.66612], [-3.13242, 0.09543, 1.84315], [-2.79823, 1.57739, 1.70371]], "atomic_forces_ev_per_a": [[0.7, -0.5, 0.4], [0.3, 0.3, -0.3], [-0.2, -0.1, 0.1], [-0.1, 0.0, -0.3], [-0.2, 0.2, 0.0], [0.3, 0.1, 0.0], [0.9, -0.2, 0.2], [0.2, -0.1, -0.2], [-0.1, 0.0, -0.2], [-0.3, 0.4, 0.1], [-0.3, -0.3, 0.1], [0.4, 0.0, 0.1], [0.9, 0.4, 0.5], [0.1, -0.8, -0.4], [-0.1, 0.3, 0.1], [0.1, -0.3, 0.1], [-0.3, -0.1, 0.0], [0.0, 0.0, -0.3], [-10.8, 2.4, -0.3], [-2.2, 3.6, -2.2], [2.4, -3.6, 2.3], [-1.8, -1.5, -0.9], [2.0, 1.4, 0.9], [1.1, -0.9, -0.6], [1.2, -0.1, 1.0], [1.2, -0.2, 0.9], [1.4, 0.2, -0.7], [1.4, 0.0, 0.1], [1.3, -0.5, 0.2], [0.1, 0.3, 0.1], [0.0, 0.1, -0.4], [0.0, -0.2, -0.3], [-0.1, -0.2, 0.1], [0.0, -0.1, 0.1], [0.0, 0.1, 0.0], [-0.2, 0.0, -0.2], [0.4, 0.2, 0.0], [0.3, -0.4, 0.0]], "nbo_charge": [-0.592, 0.688, -0.784, 0.333, 0.327, 0.343, -0.606, 0.701, -0.782, 0.330, 0.335, 0.345, -0.594, 0.689, -0.785, 0.343, 0.326, 0.337, 1.633, 0.565, -0.363, 0.561, -0.358, -0.175, -0.200, -0.147, -0.195, -0.185, -0.187, 0.330, 0.333, 0.326, 0.331, 0.329, 0.329, -0.913, 0.516, 0.516], "e_above_lowest_kcal_mol": 0.00, "e_homo_ev": -23.89, "e_lumo_ev": -17.861, "spin_multiplicity": 1, "e_tot_ha": -1407.104202, "orbital_gap_ev": 6.03, "total_charge": 4}



{"formula": "C5H14N2O2", "method": "ωB97M-V with the def2-TZVPD basis set", "elements": ["C", "C", "C", "C", "H", "H", "H", "H", "H", "H", "H", "H", "H", "H", "C", "N", "O", "O", "N", "H", "H", "H", "H"], "coordinates": [[0.93397, -0.14931, -0.53484], [1.19209, -1.59282, -0.92147], [1.46798, 0.31254, 0.72356], [0.94708, 0.82436, -1.69704], [-0.39822, -0.18245, -0.23863], [1.95326, 0.87714, -2.12361], [0.52174, -1.92162, -1.71811], [2.21645, -1.70092, -1.29038], [1.07663, -2.25898, -0.06532], [0.40718, 0.38733, 1.45418], [2.21005, -0.32529, 1.19579], [1.74259, 1.36496, 0.77762], [0.67235, 1.82680, -1.36940], [0.26091, 0.51602, -2.48647], [-1.55522, -0.04189, 0.54337], [-1.97815, -1.36247, 0.79139], [-1.19594, 2.00564, 1.48826], [-2.39816, 0.64529, -0.30949], [-1.05724, 0.57274, 1.65409], [-1.25336, 2.31569, 2.39795], [-2.28422, 1.58648, -0.09944], [-1.69369, -2.03233, 0.09393], [-1.78805, -1.66693, 1.73408]], "atomic_forces_ev_per_a": [[-1.8, -0.1, -0.2], [0.2, 0.1, 0.0], [-1.1, 0.5, 1.3], [0.0, -0.1, 0.0], [1.7, 0.0, -0.7], [0.0, 0.0, 0.0], [0.0, 0.0, 0.0], [0.0, 0.0, 0.0], [0.0, 0.0, 0.0], [1.6, -0.4, -0.7], [-0.1, -0.1, 0.1], [0.3, 0.0, -0.3], [0.0, 0.0, 0.0], [0.0, 0.0, 0.0], [-1.0, 1.1, 1.9], [0.2, 0.0, -0.4], [0.1, -0.6, -0.2], [0.7, -0.2, 0.0], [-0.9, -0.1, -0.8], [0.0, -0.1, 0.0], [0.0, 0.0, 0.0], [0.0, -0.1, 0.0], [0.1, 0.1, 0.0]], "nbo_charge": [-0.037, -0.626, -0.692, -0.620, 0.134, 0.211, 0.209, 0.215, 0.213, 0.301, 0.218, 0.219, 0.218, 0.211, 0.500, -0.820, -0.632, -0.684, -0.292, 0.485, 0.500, 0.376, 0.393], "e_above_lowest_kcal_mol": 113.85, "e_homo_ev": -8.38, "e_lumo_ev": 0.744, "spin_multiplicity": 1, "e_tot_ha": -458.756168, "orbital_gap_ev": 9.12}